Entry 1:
{
  "formula": "C43H42CsN7P2S",
  "method": "ωB97M-V/def2-TZVPD",
  "total_energy_ha": -3148.01945,
  "homo_energy_ev": -6.1008,
  "multiplicity": 1,
  "max_force_ev_per_a": 0.357,
  "homo_lumo_gap_ev": 6.1,
  "elements": ["Cs", "C", "N", "P", "C", "C", "C", "C", "C", "C", "C", "C", "C", "C", "C", "C", "P", "C", "C", "C", "C", "C", "C", "C", "C", "C", "C", "C", "C", "H", "H", "H", "H", "H", "H", "H", "H", "H", "H", "H", "H", "H", "H", "H", "H", "H", "H", "H", "H", "H", "H", "H", "C", "C", "C", "C", "C", "C", "C", "C", "S", "C", "N", "C", "C", "C", "C", "C", "C", "C", "C", "H", "H", "H", "H", "H", "H", "H", "H", "H", "H", "H", "H", "H", "H", "H", "H", "N", "N", "N", "C", "N", "N", "H", "H", "H"],
  "positions_angstrom": [[-0.2325, -0.2300, -1.5515], [3.2158, -1.5411, 1.6622], [2.8703, -0.1337, 1.2999], [3.3008, -0.0226, -0.4110], [5.1244, -0.1948, -0.2596], [5.7950, -0.7323, -1.3531], [7.1822, -0.8126, -1.3629], [7.9078, -0.3678, -0.2695], [7.2447, 0.1586, 0.8328], [5.8625, 0.2478, 0.8368], [3.2900, 1.7362, -0.9051], [2.9065, 1.9776, -2.2223], [3.0420, 3.2423, -2.7820], [3.5472, 4.2798, -2.0189], [3.9341, 4.0504, -0.7019], [3.8212, 2.7851, -0.1562], [1.1704, 0.0360, 1.7621], [1.3347, -0.1849, 3.5784], [0.2544, -0.7523, 4.2442], [0.2574, -0.8663, 5.6297], [1.3510, -0.4258, 6.3564], [2.4413, 0.1314, 5.6974], [2.4316, 0.2547, 4.3185], [0.7851, 1.8142, 1.7767], [1.6624, 2.8121, 2.2012], [1.2304, 4.1194, 2.3175], [-0.0959, 4.4406, 2.0387], [-0.9818, 3.4548, 1.6475], [-0.5411, 2.1437, 1.5098], [4.2664, -1.7355, 1.4608], [2.6162, -2.2681, 1.0969], [3.0458, -1.7084, 2.7227], [5.2264, -1.0886, -2.2053], [7.6926, -1.2273, -2.2227], [8.9884, -0.4340, -0.2719], [7.8107, 0.5026, 1.6895], [5.3426, 0.6555, 1.6959], [2.5253, 1.1657, -2.8340], [2.7295, 3.4160, -3.8031], [3.6384, 5.2709, -2.4446], [4.3368, 4.8608, -0.1072], [4.1668, 2.6010, 0.8525], [-0.5995, -1.1033, 3.6752], [-0.5933, -1.3031, 6.1371], [1.3587, -0.5176, 7.4352], [3.2980, 0.4739, 6.2644], [3.2806, 0.6873, 3.8025], [2.6831, 2.5537, 2.4520], [1.9217, 4.8914, 2.6327], [-0.4324, 5.4665, 2.1203], [-2.0068, 3.7042, 1.4045], [-1.2491, 1.3787, 1.2069], [-6.4947, -4.1392, -2.6735], [-5.7859, -3.6320, -1.4104], [-6.6035, -4.0287, -0.1732], [-4.4249, -4.3199, -1.3116], [-5.6585, -2.1099, -1.4788], [-6.8289, -1.3274, -1.4897], [-6.7902, 0.0499, -1.5529], [-5.5504, 0.6787, -1.6093], [-5.1483, 2.3580, -1.6772], [-3.4342, 1.9417, -1.7159], [-3.2006, 0.6624, -1.6723], [-4.3730, -0.0700, -1.6103], [-4.4357, -1.4658, -1.5426], [-2.4169, 3.0139, -1.7474], [-2.8718, 4.3384, -1.8695], [-1.9700, 5.3835, -1.8440], [-0.6178, 5.0919, -1.6771], [-0.2027, 3.7747, -1.5517], [-1.0614, 2.6564, -1.5957], [-6.6034, -5.2261, -2.6367], [-5.9250, -3.8805, -3.5682], [-7.4898, -3.7043, -2.7738], [-6.6872, -5.1163, -0.1099], [-7.6131, -3.6186, -0.2060], [-6.1248, -3.6668, 0.7390], [-4.5629, -5.4013, -1.2576], [-3.8943, -4.0066, -0.4092], [-3.7956, -4.1089, -2.1788], [-7.7946, -1.8150, -1.4472], [-7.7087, 0.6229, -1.5553], [-3.5061, -2.0205, -1.5464], [-3.9261, 4.5675, -1.9949], [-2.3120, 6.4060, -1.9488], [0.1058, 5.9016, -1.6344], [0.8603, 3.6157, -1.3831], [1.4439, -6.2834, -2.1709], [0.7546, -5.2103, -1.6177], [-0.3502, -5.3692, -0.9335], [-0.6779, -4.1012, -0.7032], [0.1978, -3.2426, -1.2357], [1.1161, -3.9802, -1.8267], [1.3332, -7.0576, -1.5250], [2.4211, -6.0122, -2.2054], [-1.5504, -3.8115, -0.1436]],
  "nbo_charge": [0.90, -0.46, -1.05, 1.00, -0.36, -0.14, -0.23, -0.21, -0.20, -0.22, -0.38, -0.19, -0.20, -0.21, -0.15, -0.20, 0.98, -0.37, -0.14, -0.23, -0.20, -0.21, -0.21, -0.31, -0.22, -0.21, -0.19, -0.20, -0.19, 0.22, 0.19, 0.22, 0.21, 0.21, 0.21, 0.21, 0.22, 0.21, 0.22, 0.22, 0.21, 0.21, 0.21, 0.21, 0.21, 0.21, 0.22, 0.21, 0.21, 0.22, 0.23, 0.22, -0.60, -0.11, -0.60, -0.60, 0.07, -0.19, -0.22, -0.24, 0.35, 0.13, -0.52, 0.11, -0.26, -0.14, -0.22, -0.27, -0.21, -0.30, -0.41, 0.20, 0.21, 0.21, 0.20, 0.21, 0.21, 0.21, 0.20, 0.21, 0.20, 0.22, 0.20, 0.19, 0.20, 0.19, 0.18, -0.60, 0.17, -0.27, 0.11, -0.32, -0.07, 0.38, 0.38, 0.22]
}

---

Entry 2:
{
  "formula": "C43H42N8O3S",
  "method": "ωB97M-V/def2-TZVPD",
  "e_above_lowest_kj_mol": 816.00,
  "total_energy_ha": -2725.33773,
  "homo_energy_ev": -9.0099,
  "multiplicity": 1,
  "max_force_ev_per_a": 10.003,
  "homo_lumo_gap_ev": 8.5,
  "elements": ["O", "C", "O", "C", "C", "S", "C", "C", "C", "C", "N", "C", "O", "H", "H", "H", "H", "H", "H", "H", "N", "C", "C", "C", "C", "C", "H", "H", "H", "H", "H", "N", "C", "C", "C", "C", "C", "H", "H", "H", "H", "H", "N", "C", "C", "C", "C", "C", "H", "H", "H", "H", "H", "N", "C", "C", "C", "C", "C", "H", "H", "H", "H", "H", "N", "C", "C", "C", "C", "C", "H", "H", "H", "H", "H", "N", "C", "C", "C", "C", "C", "H", "H", "H", "H", "H", "N", "C", "C", "C", "C", "C", "H", "H", "H", "H", "H"],
  "positions_angstrom": [[-2.6840, -2.4807, -3.7648], [-2.5409, -1.5378, -2.8296], [-3.5318, -1.0185, -1.8310], [-2.7408, -1.1091, -0.5803], [-1.1549, -1.0064, -0.9819], [-0.3290, -2.6647, -0.5488], [-0.6544, 0.3408, -0.1595], [-0.8435, 0.4282, 1.4543], [-0.3138, 1.8657, 2.0006], [0.2870, 2.9394, 0.9730], [0.5226, 2.8874, -0.4971], [0.0216, 1.5605, -0.9494], [-1.3317, -0.7486, -2.4448], [-3.1941, -0.3044, 0.1438], [-2.8825, -2.1722, -0.1092], [0.7873, -2.2934, 0.2669], [-1.2902, -0.4114, 2.1357], [-0.3779, 2.1180, 3.1517], [0.6133, 3.9813, 1.4623], [0.1518, 1.3838, -2.1252], [3.2115, -3.7050, 0.0077], [2.4319, -4.8015, -0.1160], [2.8701, -6.0020, -0.6517], [4.1868, -6.0847, -1.0918], [5.0137, -4.9717, -0.9795], [4.4856, -3.8162, -0.4266], [1.4118, -4.6859, 0.2385], [2.2007, -6.8517, -0.7243], [4.5657, -7.0088, -1.5186], [6.0445, -5.0038, -1.3137], [5.0921, -2.9218, -0.3141], [-2.1994, 6.3392, 0.0644], [-2.3400, 7.6248, 0.4553], [-1.2796, 8.4412, 0.8149], [0.0043, 7.9079, 0.7759], [0.1812, 6.5863, 0.3793], [-0.9408, 5.8498, 0.0347], [-3.3613, 7.9938, 0.4725], [-1.4508, 9.4677, 1.1185], [0.8601, 8.5170, 1.0520], [1.1688, 6.1410, 0.3389], [-0.8544, 4.8151, -0.2849], [0.9550, 5.8121, 3.3323], [1.7650, 5.5244, 4.3746], [1.3791, 5.6261, 5.7015], [0.0847, 6.0526, 5.9796], [-0.7725, 6.3582, 4.9276], [-0.2964, 6.2219, 3.6335], [2.7659, 5.1991, 4.1062], [2.0710, 5.3793, 6.4988], [-0.2534, 6.1458, 7.0076], [-1.7870, 6.6937, 5.1110], [-0.9283, 6.4448, 2.7784], [0.8654, -2.2339, -5.5645], [1.8076, -2.4785, -6.5014], [1.6505, -3.3909, -7.5324], [0.4565, -4.1002, -7.6074], [-0.5323, -3.8718, -6.6559], [-0.2840, -2.9364, -5.6643], [2.7227, -1.9026, -6.3982], [2.4402, -3.5450, -8.2590], [0.2975, -4.8248, -8.4007], [-1.4736, -4.4087, -6.6864], [-1.0259, -2.7199, -4.9008], [-7.0229, -5.9984, -5.5098], [-7.1635, -4.7128, -5.1189], [-6.1031, -3.8964, -4.7593], [-4.8192, -4.4297, -4.7983], [-4.6423, -5.7513, -5.1949], [-5.7643, -6.4878, -5.5395], [-8.1848, -4.3438, -5.1017], [-6.2743, -2.8699, -4.4557], [-3.9634, -3.8206, -4.5222], [-3.6547, -6.1966, -5.2353], [-5.6779, -7.5225, -5.8591], [7.5271, -4.8266, 1.1871], [8.8528, -4.6776, 0.9732], [9.6994, -3.9924, 1.8300], [9.1551, -3.4208, 2.9751], [7.7927, -3.5555, 3.2221], [7.0278, -4.2622, 2.3081], [9.2293, -5.1387, 0.0647], [10.7573, -3.9063, 1.6095], [9.7871, -2.8750, 3.6696], [7.3379, -3.1212, 4.1052], [5.9604, -4.3981, 2.4581], [-3.7137, 5.0991, 4.5341], [-3.9777, 3.8299, 4.1536], [-4.8093, 2.9721, 4.8557], [-5.4049, 3.4408, 6.0219], [-5.1509, 4.7429, 6.4406], [-4.3077, 5.5265, 5.6693], [-3.4869, 3.5097, 3.2392], [-4.9878, 1.9630, 4.5021], [-6.0617, 2.7971, 6.5997], [-5.5992, 5.1379, 7.3452], [-4.0812, 6.5507, 5.9523]],
  "mulliken_charge": [-0.56, 0.43, -0.37, -0.49, 0.78, -0.25, -0.05, -0.32, -0.48, -0.13, -0.41, -0.34, -0.29, 0.29, 0.28, 0.23, 0.36, 0.36, 0.29, 0.33, -0.41, -0.02, -0.71, -0.12, -0.25, -0.37, 0.39, 0.36, 0.38, 0.31, 0.45, -0.66, -0.30, -0.28, -0.43, -0.21, -0.25, 0.39, 0.38, 0.35, 0.39, 0.71, -0.13, -0.43, -0.42, -0.25, -0.62, 0.12, 0.36, 0.39, 0.38, 0.37, 0.24, -0.36, -0.35, -0.33, -0.39, -0.48, 0.17, 0.36, 0.36, 0.37, 0.38, 0.36, -0.57, -0.19, -0.54, 0.06, -0.44, -0.25, 0.35, 0.36, 0.61, 0.37, 0.35, -0.33, -0.17, -0.45, -0.14, -0.51, -0.18, 0.35, 0.34, 0.36, 0.34, 0.38, -0.26, -0.23, -0.55, -0.15, -0.55, -0.09, 0.45, 0.36, 0.36, 0.36, 0.34]
}